The following is a quantum chemistry calculation of a 2-piece molecular cluster, C4H8N2O overall, from the Open Molecules 2025 dataset.

Last column: natural (NBO) charge in e.
CARTESIAN COORDINATES (ANGSTROEM)
H (3.39707, 0.51306, -0.69738)  0.237
N (0.35821, -0.81084, -1.39870)  0.203
H (-1.38315, 1.09991, 0.38970)  0.198
H (-2.20575, -1.68162, -0.16088)  0.215
C (-1.06064, 0.02633, 0.26921)  -0.286
C (-2.21428, -0.90456, 0.60189)  -0.614
H (0.89405, -0.62847, -2.27929)  0.350
O (0.81235, -1.69912, -0.71937)  -0.472
C (2.47438, 1.99905, 0.70020)  -0.227
C (2.79320, 1.10235, -0.03793)  -0.248
N (-0.45521, 0.06873, -1.08308)  -0.234
H (-0.36642, -0.08177, 1.08209)  0.210
H (2.09819, 2.77407, 1.32960)  0.235
H (-3.06260, -0.37987, 0.44129)  0.209
H (-2.07940, -1.39724, 1.56264)  0.222

Atoms 1-3, force components in eV/Å:
-0.49 -0.26 0.13
0.97 1.64 -0.38
0.05 -1.06 -0.21

Results
LUMO level (eV): 0.92
ΔE to the lowest compared entry with this formula, charge and spin (eV): 6.5743
SMILES: CC/N=[NH+]\[O-].C#C

The following is a quantum chemistry calculation of C47H44BN4OP2S2Sn as an isolated structure, from the Open Molecules 2025 dataset.

Last column: Löwdin charge in e.
CARTESIAN COORDINATES (ANGSTROEM)
H (1.14056, -2.36689, -3.16937)  0.110
C (-1.99812, 4.77971, 2.42274)  -0.041
C (1.79943, 3.62337, 4.23419)  0.016
C (1.65583, -2.83050, 3.49887)  -0.046
H (-2.26237, 2.84146, 5.19464)  0.124
N (2.51160, 3.47113, 2.96975)  -0.095
H (-4.34720, 0.99079, 2.35084)  0.119
C (-1.98081, 2.44698, 1.84251)  -0.382
C (4.49374, 2.45243, -2.32277)  -0.011
C (-3.73980, -2.46885, 0.62081)  -0.075
H (-6.03189, -0.81145, 2.52745)  0.126
H (4.02976, -2.97365, 0.44624)  0.108
C (-2.12585, 4.43932, 3.76315)  -0.042
P (1.39433, -1.77506, -0.36995)  1.051
H (5.52593, 2.24000, -2.10788)  0.141
H (-2.48631, 0.71987, -4.21420)  0.118
C (0.61422, -4.21316, -1.28406)  -0.062
H (-1.37956, 0.24281, -2.07738)  0.082
H (0.22769, -1.92605, 2.19208)  0.098
C (-4.28099, 2.79334, -2.22279)  -0.034
H (2.01383, 4.61541, 4.62092)  0.109
H (4.33120, 3.27032, -4.37770)  0.146
N (3.28406, 2.60947, 1.12081)  0.011
C (3.88617, -1.21428, -1.51733)  -0.110
C (-4.90495, -2.19330, 1.34091)  0.032
H (0.61265, 2.96261, -3.96121)  0.073
H (2.14125, 2.87666, 4.94813)  0.108
C (1.23927, -2.31724, 2.28544)  -0.146
H (-1.98234, 5.81939, 2.12522)  0.122
H (-2.21205, 5.21782, 4.51001)  0.125
C (2.33925, 2.55351, -1.95659)  -0.619
C (4.32588, -1.47879, -3.86664)  -0.031
H (0.98823, -2.81867, 4.34967)  0.122
H (5.77322, -0.80109, -2.43161)  0.124
C (2.57792, -1.66213, -1.71853)  -0.348
C (3.91089, 2.94621, -3.44191)  0.008
C (-3.95820, -4.96398, 0.69768)  -0.007
C (3.90168, 3.82266, 1.31419)  -0.002
H (-2.12783, 1.06616, 3.50036)  0.114
H (-5.00240, -4.89798, 0.99737)  0.089
H (1.66528, -4.35636, -1.50213)  0.126
C (2.10229, -2.34024, 1.18559)  -0.365
C (3.02350, -1.91216, -4.07313)  -0.040
H (-4.33714, 2.35536, -4.31888)  0.124
C (-4.16732, 0.02798, 1.89063)  -0.049
C (4.75447, -1.12771, -2.59260)  -0.044
H (1.42691, 4.54244, -4.06754)  0.114
C (-2.99485, -0.22022, 1.18635)  -0.256
N (2.55717, 2.99749, -3.20388)  -0.094
C (-5.11472, -0.98033, 1.98113)  -0.019
C (-3.66865, 2.52898, -1.00795)  -0.064
C (-1.60567, -5.09473, -1.09822)  0.030
H (4.73499, 1.13582, 0.14790)  0.112
H (-4.36606, -4.60089, -2.00447)  0.100
S (1.47750, 0.99046, 2.50050)  0.727
S (0.76571, 2.54480, -1.22057)  0.745
C (-2.07094, 2.10440, 3.19527)  -0.107
H (-4.03547, 3.01381, -0.11234)  0.116
C (-1.92926, 3.78701, 1.45677)  -0.082
P (-1.93727, 1.12007, 0.63915)  1.006
H (1.89429, 3.21847, -5.16026)  0.109
C (-2.15500, 3.10382, 4.15031)  -0.053
C (-2.60351, 1.62937, -0.95460)  -0.368
C (3.43040, 4.35831, 2.46383)  0.011
C (-4.46219, -3.68869, -1.41510)  0.009
C (-2.10659, -3.89184, -0.60069)  -0.070
C (2.92960, -3.37828, 3.61637)  -0.027
C (3.36924, -2.90585, 1.29718)  -0.051
H (4.63220, 4.20612, 0.62389)  0.143
H (-5.50726, -3.58512, -1.12252)  0.100
H (-4.19759, -2.83986, -2.04787)  0.098
C (-1.21334, -2.83606, -0.51836)  -0.177
H (-3.85884, -5.89392, 0.14211)  0.088
H (-5.68294, -2.94292, 1.39094)  0.129
C (-2.79364, -1.46548, 0.59057)  -0.188
C (-3.56306, -3.75831, -0.16822)  -0.421
H (-1.85246, 4.06104, 0.41235)  0.107
H (2.69405, -2.19335, -5.06394)  0.123
H (-3.34390, -5.02886, 1.59593)  0.108
O (-1.59518, -1.58377, -0.08680)  -0.079
C (2.14820, -2.00765, -3.00442)  -0.077
H (5.01403, -1.42665, -4.69996)  0.124
C (-3.84971, 2.15096, -3.37529)  -0.032
Sn (0.55995, 0.61149, 0.27035)  0.738
H (3.67085, 5.27625, 2.97026)  0.145
C (1.55566, 3.46573, -4.15821)  0.014
H (-2.27431, -5.93709, -1.21067)  0.129
H (0.07266, -6.21320, -1.81857)  0.128
B (3.63859, 1.58228, 0.00704)  -0.478
C (3.77697, -3.42219, 2.52084)  -0.031
H (4.23451, -0.93931, -0.53546)  0.082
H (0.73265, 3.52232, 4.06214)  0.074
H (2.80014, 0.70659, 0.05554)  -0.017
C (0.14430, -2.98587, -0.82136)  -0.265
C (2.43364, 2.41977, 2.14208)  -0.629
C (-2.80560, 1.23566, -3.31864)  -0.050
H (3.25417, -3.78613, 4.56403)  0.125
N (3.50440, 2.22024, -1.39661)  0.021
C (-2.18051, 0.97477, -2.11108)  -0.130
H (-5.10511, 3.49222, -2.26597)  0.125
H (4.75710, -3.86991, 2.61089)  0.125
C (-0.27524, -5.25947, -1.44771)  -0.018

Atoms 1-3, force components in eV/Å:
0.02 0.03 -0.02
-0.01 -0.01 -0.01
0.01 0.06 0.03

Results
LUMO level (eV): -8.67
Total charge: +3
ΔE to the lowest compared entry with this formula, charge and spin (eV): 0.5969

The following is a quantum chemistry calculation of C5H10O2 as an isolated structure, from the Open Molecules 2025 dataset.

Last column: natural (NBO) charge in e.
CARTESIAN COORDINATES (ANGSTROEM)
C (-0.06824, 1.62516, 0.09138)  -0.248
H (-2.41929, -1.69157, 0.06723)  0.182
H (-2.76921, 0.05366, 0.23189)  0.158
C (-0.18770, 0.45978, -0.71054)  0.033
O (-0.83804, -0.54437, 0.74221)  -0.693
H (1.67397, 0.64869, -1.69361)  0.198
H (1.60535, -1.11314, 0.82162)  0.234
O (1.37491, 1.56184, 0.15254)  -0.530
C (2.05943, -0.79697, -0.11988)  -0.626
C (-2.22320, -0.79956, 0.67195)  -0.266
H (3.10144, -0.51254, 0.05881)  0.224
H (-0.89513, 0.11044, -1.45530)  0.222
H (-2.60886, -0.97713, 1.68071)  0.191
C (1.31883, 0.39080, -0.68394)  0.064
H (-0.55235, 2.59072, -0.01855)  0.212
H (2.04103, -1.63406, -0.82557)  0.212
H (-0.61294, 0.62824, 0.98906)  0.434

Atoms 1-3, force components in eV/Å:
-0.20 0.29 -0.17
0.05 0.12 0.06
0.07 -0.12 0.09

Results
LUMO level (eV): 1.00
ΔE to the lowest compared entry with this formula, charge and spin (eV): 5.9274

The following is a quantum chemistry calculation of a single C5H9P3S molecule, from the Open Molecules 2025 dataset.

Last column: natural (NBO) charge in e.
CARTESIAN COORDINATES (ANGSTROEM)
P (-1.74138, -0.75905, -1.60874)  0.292
C (-0.12911, -0.98543, 0.55726)  -0.359
C (0.31939, 0.97142, -0.55605)  -0.157
H (3.02982, -0.68280, 2.63629)  -0.002
H (1.62268, 2.03888, -1.75159)  0.223
H (0.21675, 1.41943, -2.62930)  0.223
C (0.90689, -0.55249, 1.37689)  -0.486
H (-0.48003, -3.28754, 0.02653)  -0.011
H (1.37790, 0.11288, 3.73288)  0.000
H (-0.73367, -2.68877, 2.06652)  -0.017
C (-0.38512, -0.15770, -0.53717)  -0.347
C (0.62031, 1.92034, -1.63989)  -0.629
H (-2.22842, 0.45133, -1.93691)  -0.028
H (-2.69916, -0.79578, -0.48587)  0.022
P (1.65049, -1.16788, 2.95352)  0.306
S (1.41539, 1.02452, 0.80256)  0.414
H (0.11063, 2.94338, -1.37046)  0.228
P (-1.16425, -2.40926, 0.81616)  0.329

Atoms 1-3, force components in eV/Å:
-0.53 -0.79 0.86
1.75 -0.40 1.92
2.29 0.44 0.61

Results
LUMO level (eV): 0.40
ΔE to the lowest compared entry with this formula, charge and spin (eV): 0.2863
SMILES: Cc1sc(P)c(P)c1P

The following is a quantum chemistry calculation of a single C6H9N molecule, from the Open Molecules 2025 dataset.

Last column: natural (NBO) charge in e.
CARTESIAN COORDINATES (ANGSTROEM)
H (-2.74729, -0.91479, 1.31461)  0.219
C (1.29068, -0.45656, 0.52754)  -0.092
N (0.11150, -1.04536, 0.96275)  -0.510
C (-0.94396, -0.51802, 0.27050)  0.141
C (-0.46811, 0.53981, -0.44819)  -0.309
H (2.17774, -0.93844, 0.88421)  0.206
H (-2.90282, -0.72469, -0.50741)  0.232
C (0.95806, 0.55679, -0.31744)  -0.088
H (-1.02663, 1.29037, -0.99221)  0.213
H (2.64505, 1.89428, -0.07471)  0.215
H (-0.02785, -1.94201, 1.39889)  0.399
C (-2.32159, -1.10244, 0.32546)  -0.640
H (1.26641, 2.52267, -0.99661)  0.213
H (-2.27918, -2.18261, 0.18150)  0.210
C (1.87469, 1.64662, -0.80418)  -0.621
H (2.39331, 1.37438, -1.72472)  0.212

Atoms 1-3, force components in eV/Å:
-0.46 0.05 -0.29
-0.70 -0.93 0.75
-0.75 -0.57 -0.94

Results
LUMO level (eV): 1.07
ΔE to the lowest compared entry with this formula, charge and spin (eV): 0.3590
SMILES: Cc1c[nH]c(C)c1

The following is a quantum chemistry calculation of C3H9N3P as an isolated structure, from the Open Molecules 2025 dataset.

Last column: natural (NBO) charge in e.
CARTESIAN COORDINATES (ANGSTROEM)
C (-0.84340, -0.09664, -1.03235)  -0.471
C (1.36897, -1.49235, 0.33738)  -0.647
H (-0.28294, 2.84745, 0.35912)  0.437
H (2.39867, -1.26990, 0.03845)  0.274
N (-0.42334, 1.96884, 0.76939)  -0.727
N (1.06616, 0.32199, 1.83496)  -0.826
P (0.15714, 1.51636, 2.43306)  1.071
H (-1.39145, 1.74685, 0.68726)  0.412
H (-1.38358, -0.80729, -0.47306)  0.208
N (0.17422, 0.49793, -0.24471)  -0.154
H (1.44432, -2.08147, 1.23517)  0.278
H (0.83161, -1.94205, -0.53797)  0.238
C (0.87643, -0.13094, 0.62906)  0.453
H (-0.51161, -0.58022, -1.96474)  0.276
H (-1.53128, 0.65149, -1.35159)  0.245
H (-0.87117, 0.82731, 2.96002)  -0.067

Atoms 1-3, force components in eV/Å:
-0.56 -0.33 -0.95
0.57 -0.11 -1.89
1.05 1.46 -0.98

Results
LUMO level (alpha / beta) (eV): -5.88 / -5.88
Total charge: +1
ΔE to the lowest compared entry with this formula, charge and spin (eV): 2.8457

Which formula does entry 6 have?
C3H9N3P

What did the sixth record say?
The following is a quantum chemistry calculation of C3H9N3P as an isolated structure, from the Open Molecules 2025 dataset.

Last column: natural (NBO) charge in e.
CARTESIAN COORDINATES (ANGSTROEM)
C (-0.84340, -0.09664, -1.03235)  -0.471
C (1.36897, -1.49235, 0.33738)  -0.647
H (-0.28294, 2.84745, 0.35912)  0.437
H (2.39867, -1.26990, 0.03845)  0.274
N (-0.42334, 1.96884, 0.76939)  -0.727
N (1.06616, 0.32199, 1.83496)  -0.826
P (0.15714, 1.51636, 2.43306)  1.071
H (-1.39145, 1.74685, 0.68726)  0.412
H (-1.38358, -0.80729, -0.47306)  0.208
N (0.17422, 0.49793, -0.24471)  -0.154
H (1.44432, -2.08147, 1.23517)  0.278
H (0.83161, -1.94205, -0.53797)  0.238
C (0.87643, -0.13094, 0.62906)  0.453
H (-0.51161, -0.58022, -1.96474)  0.276
H (-1.53128, 0.65149, -1.35159)  0.245
H (-0.87117, 0.82731, 2.96002)  -0.067

Atoms 1-3, force components in eV/Å:
-0.56 -0.33 -0.95
0.57 -0.11 -1.89
1.05 1.46 -0.98

Results
LUMO level (alpha / beta) (eV): -5.88 / -5.88
Total charge: +1
ΔE to the lowest compared entry with this formula, charge and spin (eV): 2.8457

What is the formula in the second record?
C47H44BN4OP2S2Sn

Number 2 is which compound?
C47H44BN4OP2S2Sn